*P*
ORCA calculation (the ωB97M-V functional and the def2-TZVPD basis) on the molecule C7H16N2O.

Computed properties:
**SMILES string**: C/C(=N\N(C)C)C(C)(C)O
**HOMO-LUMO gap**: 9.0 eV
**HOMO level**: -8.19 eV

The geometry in ORCA input format:
```
! RIJCOSX wB97M-V def2-TZVPD def2/J DEFGRID3
* xyz 0 1
O -1.648 -1.048 -1.749
N 1.849 0.077 0.012
N 0.643 -0.269 -0.673
C -2.463 1.007 -0.800
C -0.368 -0.005 0.039
C 0.253 0.698 1.663
C -2.523 -1.173 0.474
C 2.592 1.080 -0.738
C 2.625 -1.114 0.328
C -1.734 -0.318 -0.524
H 1.255 0.982 1.975
H 2.945 0.683 -1.697
H 1.996 -1.804 0.885
H -0.104 -0.067 2.343
H 1.937 1.929 -0.927
H -3.422 0.789 -1.268
H -2.634 1.566 0.119
H -1.982 -2.093 0.689
H -0.718 -1.030 -2.019
H 3.481 -0.819 0.939
H 3.445 1.400 -0.138
H -1.879 1.618 -1.488
H 2.984 -1.612 -0.580
H -3.475 -1.446 0.022
H -0.349 1.600 1.713
H -2.706 -0.632 1.401
*
```

Löwdin atomic charge list, values in e, 4 entries:
1. O -0.0199
2. N -0.3677
3. N 0.0635
4. C -0.0217

---

*Q*
ORCA calculation (the ωB97M-V functional and the def2-TZVPD basis) on the molecule C7H16N2O.

Computed properties:
**SMILES string**: CN(C)CC(=O)C(C)(C)N
**HOMO-LUMO gap**: 9.6 eV
**HOMO level**: -8.77 eV

The geometry in ORCA input format:
```
! RIJCOSX wB97M-V def2-TZVPD def2/J DEFGRID3
* xyz 0 1
O -1.944 1.112 -0.453
N -0.139 -1.585 -0.286
N 0.367 2.470 -1.078
C -0.921 0.693 0.037
C 0.263 -2.821 0.352
C -0.930 -1.841 -1.474
C 1.646 0.801 0.121
C 0.335 1.579 0.074
C -0.840 -0.701 0.636
C 0.180 2.451 1.333
H -0.552 2.888 -1.205
H 1.682 0.059 -0.673
H -1.853 -2.402 -1.254
H -0.325 -2.417 -2.178
H -1.206 -0.895 -1.943
H -0.590 -3.418 0.708
H 0.580 1.943 -1.919
H 2.463 1.506 -0.014
H 0.906 -2.595 1.196
H -0.283 -0.659 1.573
H -0.738 3.032 1.268
H 0.825 -3.419 -0.362
H -1.866 -1.051 0.844
H 1.025 3.133 1.394
H 1.775 0.296 1.073
H 0.141 1.841 2.230
*
```

Löwdin atomic charge list, values in e, 4 entries:
1. O 0.0950
2. N -0.2823
3. N 0.0733
4. C -0.3445

---

*R*
ORCA calculation (the ωB97M-V functional and the def2-TZVPD basis) on the molecule C7H16N2O.

Computed properties:
**SMILES string**: CC[C@@](C)(N)[C@@H](C)C(N)=O
**HOMO-LUMO gap**: 9.4 eV
**HOMO level**: -8.58 eV

The geometry in ORCA input format:
```
! RIJCOSX wB97M-V def2-TZVPD def2/J DEFGRID3
* xyz 0 1
O -2.421 0.538 1.384
N -1.016 1.647 2.733
N -0.008 -1.544 0.981
C 1.575 -0.547 -0.771
C 0.007 0.861 0.428
C 1.752 -1.768 -1.657
C -0.289 1.949 -0.595
C -1.112 -0.869 -1.050
C -0.022 -0.565 -0.043
C -1.312 1.003 1.567
H 1.193 -1.659 -2.585
H -1.769 1.846 3.379
H -0.939 -0.347 -1.986
H 2.255 -0.604 0.081
H 0.891 1.076 1.029
H -2.070 -0.561 -0.631
H -0.933 -1.815 1.286
H 1.833 0.353 -1.328
H -0.152 2.143 2.853
H 1.406 -2.660 -1.138
H -0.167 2.931 -0.139
H -1.144 -1.939 -1.243
H 0.379 1.885 -1.453
H -1.311 1.858 -0.953
H 0.575 -1.308 1.774
H 2.801 -1.903 -1.925
*
```

Löwdin atomic charge list, values in e, 4 entries:
1. O 0.0303
2. N 0.1487
3. N 0.0835
4. C -0.1555

---

Energies relative to the most stable structure are *P* 3.202; *Q* 0.278; *R* 0.000, reported in eV.

---

*P*
ORCA calculation (the ωB97M-V functional and the def2-TZVPD basis) on the molecule C2H3NS2.

Computed properties:
**SMILES string**: S=CNC=S
**HOMO-LUMO gap**: 7.9 eV
**HOMO level**: -8.93 eV

The geometry in ORCA input format:
```
! RIJCOSX wB97M-V def2-TZVPD def2/J DEFGRID3
* xyz 0 1
S 2.474 -0.175 -0.012
S -2.273 -0.486 -0.022
N 0.039 0.765 0.030
C -1.288 0.814 0.032
C 0.868 -0.338 0.008
H 0.327 -1.197 0.231
H -1.674 1.873 0.079
H 0.376 1.700 -0.219
*
```

Löwdin atomic charge list, values in e, 4 entries:
1. S 0.6784
2. S 0.6426
3. N -0.1383
4. C -0.7295

---

*Q*
ORCA calculation (the ωB97M-V functional and the def2-TZVPD basis) on the molecule C2H3NS2.

Computed properties:
**SMILES string**: S=CNC=S
**HOMO-LUMO gap**: 7.7 eV
**HOMO level**: -9.01 eV

The geometry in ORCA input format:
```
! RIJCOSX wB97M-V def2-TZVPD def2/J DEFGRID3
* xyz 0 1
S -0.867 2.054 -0.340
S 1.351 -1.574 1.737
N -0.095 -0.438 -0.290
C -0.321 0.716 -1.112
C 0.316 -0.376 1.071
H 0.103 -1.374 -0.492
H 0.087 0.426 1.635
H -0.574 0.566 -2.208
*
```

Löwdin atomic charge list, values in e, 4 entries:
1. S 0.6509
2. S 0.5782
3. N -0.1195
4. C -0.6212

---

Energies relative to the most stable structure are *P* 0.000; *Q* 0.910, reported in eV.

---

*P*
ORCA calculation (the ωB97M-V functional and the def2-TZVPD basis) on the molecule C3H6N2O2.

Computed properties:
**HOMO-LUMO gap (spin up / spin down)**: 5.5 / 7.9 eV
**HOMO level (spin up / spin down)**: -4.87 / -10.11 eV

The geometry in ORCA input format:
```
! RIJCOSX wB97M-V def2-TZVPD def2/J DEFGRID3
* xyz 0 3
O 0.041 -0.567 1.339
O -1.507 0.228 -1.711
N -0.071 -0.267 -0.031
N -2.325 -0.493 0.284
C 2.236 0.733 -0.024
C -1.335 -0.136 -0.570
C 1.106 0.459 -0.639
H -3.270 -0.526 -0.046
H 0.880 0.677 -1.668
H 0.900 -1.010 1.433
H 2.423 0.532 1.016
H -2.102 -0.844 1.197
H 3.022 1.213 -0.578
*
```

Löwdin atomic charge list, values in e, 4 entries:
1. O 0.0090
2. O 0.0720
3. N -0.0324
4. N 0.1810

---

*Q*
ORCA calculation (the ωB97M-V functional and the def2-TZVPD basis) on the molecule C3H6N2O2.

Computed properties:
**HOMO-LUMO gap (spin up / spin down)**: 5.2 / 6.9 eV
**HOMO level (spin up / spin down)**: -4.49 / -9.44 eV

The geometry in ORCA input format:
```
! RIJCOSX wB97M-V def2-TZVPD def2/J DEFGRID3
* xyz 0 3
O -0.084 -0.114 2.914
O -1.770 -1.987 1.159
N 0.044 -0.478 1.592
N 0.831 0.418 0.827
C -0.598 -0.766 -0.662
C -0.965 -1.185 0.779
C 0.317 0.458 -0.487
H -0.196 -1.597 -1.192
H -0.465 1.209 -0.630
H -1.526 -0.390 -1.126
H -0.557 0.776 2.859
H 0.930 0.459 -1.339
H 1.810 0.029 0.885
*
```

Löwdin atomic charge list, values in e, 4 entries:
1. O 0.0373
2. O 0.0466
3. N -0.0688
4. N 0.0607

---

Energies relative to the most stable structure are *P* 0.000; *Q* 1.329, reported in eV.

---

*P*
ORCA calculation (the ωB97M-V functional and the def2-TZVPD basis) on a structure of composition H28NeO14.

Computed properties:
**HOMO-LUMO gap**: 9.9 eV
**HOMO level**: -9.97 eV

The geometry in ORCA input format:
```
! RIJCOSX wB97M-V def2-TZVPD def2/J DEFGRID3
* xyz 0 1
Ne 0.253 -0.359 -0.038
O -3.376 1.440 -0.330
O 0.430 3.936 -0.732
O -3.308 -1.406 0.742
O -1.216 2.234 -2.105
O -1.367 -1.975 2.663
O -2.589 -2.488 -1.711
O 1.141 0.223 4.614
O 2.418 -1.554 -2.606
O 2.481 0.347 1.995
O -0.026 -2.494 -2.955
O 1.110 0.732 -3.228
O 3.326 -1.818 0.066
O -1.610 0.936 3.139
O 2.489 1.999 -0.181
H -2.758 -2.167 -0.825
H 3.297 0.572 2.441
H -2.594 -1.587 1.352
H -3.174 2.008 0.414
H -3.119 -3.283 -1.783
H 1.932 -0.240 4.892
H 2.732 2.795 0.292
H 0.428 0.860 -2.569
H -3.219 -0.475 0.538
H -2.072 -2.436 3.118
H 1.253 0.345 3.672
H -0.720 2.955 -1.718
H 2.699 -0.421 1.466
H 1.609 -0.022 -2.914
H -2.537 0.723 3.247
H 3.076 -1.671 -0.847
H 2.859 -2.615 0.317
H 2.298 1.360 0.506
H 1.037 3.349 -0.281
H -1.254 2.443 -3.039
H -1.604 1.689 2.548
H -2.618 1.524 -0.909
H 0.180 4.579 -0.069
H -1.236 -1.175 3.172
H 1.583 -2.022 -2.622
H 2.896 -1.888 -3.365
H -0.857 -2.401 -2.489
H -0.274 -2.552 -3.878
*
```

Löwdin atomic charge list, values in e, 4 entries:
1. Ne 0.0481
2. O -0.0388
3. O -0.0309
4. O -0.0504

---

*Q*
ORCA calculation (the ωB97M-V functional and the def2-TZVPD basis) on a structure of composition H28NeO14.

Computed properties:
**HOMO-LUMO gap**: 10.0 eV
**HOMO level**: -10.35 eV

The geometry in ORCA input format:
```
! RIJCOSX wB97M-V def2-TZVPD def2/J DEFGRID3
* xyz 0 1
Ne 3.491 9.390 18.651
O 7.369 10.493 19.329
O 2.193 9.625 15.053
O 4.541 13.005 18.172
O 6.290 8.695 17.229
O 0.333 6.781 17.992
O 3.022 9.658 21.819
O 1.469 11.181 20.002
O 3.042 6.224 18.880
O 5.108 11.567 20.552
O -0.049 9.368 16.697
O 4.768 10.610 16.085
O 4.887 6.162 16.865
O 1.664 13.276 18.015
O 4.671 7.464 21.101
H 2.252 9.777 14.109
H 4.385 11.395 16.476
H 3.568 6.582 19.595
H 4.069 8.208 21.113
H 0.802 9.472 16.270
H 5.711 7.960 17.429
H 1.599 12.426 18.449
H -0.338 10.262 16.877
H 5.405 10.942 15.453
H 1.160 6.640 18.454
H 2.647 9.370 22.651
H 3.045 9.897 15.393
H 5.510 7.829 21.382
H 0.686 10.641 20.108
H 4.580 12.473 18.966
H 3.621 13.258 18.097
H 5.304 5.301 16.888
H 4.047 6.034 17.306
H 4.709 10.973 21.188
H 2.283 10.032 21.339
H 1.628 13.072 17.081
H 2.944 5.296 19.095
H 0.411 7.661 17.624
H 1.433 11.802 20.730
H 5.713 9.360 16.853
H 7.687 11.100 18.660
H 5.691 11.010 20.036
H 7.191 9.682 18.852
*
```

Löwdin atomic charge list, values in e, 4 entries:
1. Ne 0.0543
2. O -0.0434
3. O -0.0333
4. O -0.0540

---

Energies relative to the most stable structure are *P* 0.061; *Q* 0.000, reported in eV.